Computed, not measured: a cluster of 2 separate species, CH8NO2 in total in a non-equilibrium geometry, with ωB97M-V/def2-TZVPD.

Properties
Lowest unoccupied orbital energy ... -0.13141 Eh
Net charge ... +1
HOMO-LUMO gap ... 12.6 eV
Highest occupied orbital energy ... -16.2 eV
Calculated total energy ... -6744.9916 eV

The geometry in XYZ format:
```
12
Properties=species:S:1:pos:R:3:forces:R:3
O 1.543 1.670 1.320 0.168 -0.622 0.467
O -1.788 -0.854 -0.274 0.876 1.157 0.730
N 0.262 0.121 -0.763 0.865 -0.554 0.446
C -0.466 -1.171 -0.464 -0.134 -0.261 0.269
H -0.069 -1.548 0.483 0.260 0.163 -0.137
H 1.099 1.644 2.187 0.269 0.160 -0.409
H -0.186 -1.862 -1.261 -0.451 -0.035 -0.063
H 1.233 0.027 -0.438 -0.108 0.140 -0.263
H 2.454 1.379 1.515 -0.452 0.360 -0.051
H -0.088 0.873 -0.185 -0.388 0.472 0.244
H -2.441 -1.338 -0.738 -0.692 -0.988 -1.035
H 0.262 0.400 -1.739 -0.213 0.008 -0.199
```
Forces are in eV/Å.